{"formula": "C61H53HfN2O4P2S", "method": "wB97M-V/def2-TZVPD", "spin_multiplicity": 1, "relative_energy_kj_mol": 410.16, "e_lumo_ev": -9.181, "total_charge": 3, "energy_ha": -3894.8888, "homo_lumo_gap_ev": 5.7, "elements": ["Hf", "O", "C", "C", "C", "C", "C", "C", "C", "N", "C", "C", "N", "H", "H", "H", "H", "H", "H", "H", "C", "C", "C", "C", "C", "C", "C", "C", "P", "C", "C", "C", "C", "C", "C", "C", "C", "C", "C", "C", "C", "C", "O", "C", "C", "C", "C", "C", "C", "P", "C", "C", "C", "C", "C", "C", "C", "C", "C", "C", "C", "C", "H", "H", "H", "H", "H", "H", "H", "H", "H", "H", "H", "H", "H", "H", "H", "H", "H", "H", "H", "H", "H", "H", "H", "H", "H", "H", "H", "H", "H", "H", "H", "H", "O", "S", "C", "C", "C", "C", "C", "C", "C", "C", "C", "C", "C", "C", "H", "H", "H", "H", "H", "H", "H", "H", "H", "H", "C", "O", "H", "H", "H", "H"], "positions_angstrom": [[0.791, -0.158, -0.352], [0.674, 0.548, 1.459], [1.881, 0.900, 1.977], [2.271, 2.235, 2.076], [3.517, 2.533, 2.597], [4.377, 1.515, 3.011], [3.986, 0.191, 2.924], [2.730, -0.124, 2.411], [2.146, -1.460, 2.409], [1.254, -1.913, 1.533], [0.871, -3.158, 1.999], [1.536, -3.445, 3.144], [2.349, -2.367, 3.378], [1.584, 3.015, 1.774], [3.828, 3.565, 2.689], [5.349, 1.764, 3.411], [4.655, -0.597, 3.246], [0.147, -3.779, 1.509], [1.499, -4.300, 3.792], [2.937, -2.226, 4.189], [1.167, -3.841, -7.511], [1.760, -2.763, -6.593], [2.946, -2.077, -7.299], [0.707, -1.713, -6.265], [-0.177, -1.207, -7.215], [-1.084, -0.204, -6.908], [-1.129, 0.339, -5.634], [-0.253, -0.141, -4.664], [-0.067, 0.592, -3.018], [1.426, 1.628, -3.218], [2.481, 1.582, -2.309], [3.643, 2.312, -2.501], [3.767, 3.114, -3.625], [2.738, 3.162, -4.554], [1.586, 2.413, -4.360], [-1.597, 1.557, -2.880], [-1.782, 2.820, -3.437], [-3.016, 3.446, -3.341], [-4.073, 2.809, -2.702], [-3.894, 1.546, -2.158], [-2.659, 0.918, -2.241], [0.634, -1.154, -5.003], [1.468, -1.522, -3.976], [2.041, -2.759, -4.076], [2.397, -3.332, -2.861], [3.091, -4.544, -2.863], [3.368, -5.164, -4.068], [2.934, -4.599, -5.258], [2.249, -3.391, -5.293], [1.869, -2.569, -1.302], [0.235, -3.343, -0.952], [-0.022, -4.657, -1.326], [-1.266, -5.238, -1.102], [-2.287, -4.505, -0.518], [-2.070, -3.180, -0.165], [-0.828, -2.611, -0.387], [3.284, -3.013, -0.237], [4.319, -2.079, -0.247], [5.484, -2.339, 0.454], [5.625, -3.525, 1.162], [4.598, -4.460, 1.158], [3.427, -4.208, 0.456], [0.840, -3.410, -8.455], [0.316, -4.336, -7.041], [1.911, -4.592, -7.763], [2.615, -1.613, -8.228], [3.718, -2.808, -7.539], [3.388, -1.305, -6.667], [-0.159, -1.598, -8.222], [-1.757, 0.161, -7.671], [-1.843, 1.113, -5.400], [2.510, 0.990, -1.371], [4.446, 2.253, -1.778], [4.669, 3.688, -3.781], [2.837, 3.771, -5.442], [0.810, 2.419, -5.115], [-0.973, 3.318, -3.956], [-3.157, 4.426, -3.774], [-5.036, 3.294, -2.637], [-4.723, 1.042, -1.678], [-2.529, -0.080, -1.829], [3.421, -4.989, -1.937], [3.915, -6.095, -4.084], [3.148, -5.117, -6.182], [0.758, -5.234, -1.806], [-1.433, -6.266, -1.389], [-3.251, -4.961, -0.343], [-2.852, -2.595, 0.295], [-0.800, -1.601, 0.074], [4.229, -1.167, -0.839], [6.292, -1.619, 0.434], [6.541, -3.732, 1.698], [4.716, -5.395, 1.690], [2.634, -4.944, 0.445], [-1.827, 2.060, 0.812], [-1.908, 1.787, 2.332], [-2.994, 3.062, 2.947], [-2.470, 4.351, 2.897], [-3.225, 5.408, 3.374], [-4.482, 5.172, 3.916], [-4.987, 3.881, 3.981], [-4.246, 2.814, 3.494], [-2.947, 0.346, 2.461], [-3.949, 0.130, 1.519], [-4.789, -0.960, 1.674], [-4.618, -1.820, 2.757], [-3.601, -1.607, 3.677], [-2.753, -0.517, 3.530], [-1.484, 4.526, 2.486], [-2.831, 6.413, 3.334], [-5.064, 5.999, 4.298], [-5.961, 3.701, 4.412], [-4.645, 1.812, 3.555], [-4.069, 0.827, 0.699], [-5.588, -1.132, 0.969], [-5.288, -2.659, 2.884], [-3.478, -2.276, 4.517], [-1.968, -0.326, 4.251], [0.318, 3.253, -0.850], [0.113, 1.851, -0.509], [0.185, 3.418, -1.911], [1.325, 3.543, -0.554], [-0.416, 3.838, -0.303], [-0.784, 1.883, 0.178]], "lowdin_charge": [1.75, -0.32, -0.32, 0.01, -0.03, -0.03, 0.00, -0.10, -0.28, 0.02, -0.11, -0.03, 0.17, 0.12, 0.12, 0.12, 0.12, 0.11, 0.14, 0.18, -0.01, -0.42, 0.01, -0.08, 0.02, -0.03, -0.05, -0.26, 1.08, -0.36, -0.15, -0.05, -0.03, -0.02, -0.06, -0.39, -0.10, -0.04, -0.04, -0.06, -0.11, -0.20, -0.03, -0.19, -0.26, -0.07, -0.03, 0.02, -0.07, 1.06, -0.36, -0.05, -0.02, -0.02, -0.05, -0.19, -0.40, -0.11, -0.06, -0.05, -0.05, -0.11, 0.09, 0.11, 0.09, 0.10, 0.10, 0.10, 0.12, 0.12, 0.11, 0.04, 0.12, 0.13, 0.13, 0.11, 0.11, 0.12, 0.12, 0.11, 0.09, 0.10, 0.12, 0.13, 0.11, 0.13, 0.13, 0.10, 0.05, 0.10, 0.12, 0.12, 0.12, 0.11, -0.43, 1.13, -0.36, -0.08, -0.05, -0.04, -0.04, -0.05, -0.41, -0.08, -0.06, -0.05, -0.05, -0.07, 0.11, 0.12, 0.12, 0.12, 0.11, 0.10, 0.12, 0.12, 0.12, 0.12, -0.04, -0.43, 0.07, 0.09, 0.11, -0.03]}